(1)
{
  "formula": "C4H7NO",
  "method": "ωB97M-V/def2-TZVPD",
  "e_above_lowest_kj_mol": 167.00,
  "smiles": "CN1CCC1=O",
  "homo_ev": -9.33,
  "lumo_energy_ev": 0.841,
  "multiplicity": 1,
  "total_charge": 0,
  "gap_ev": 10.17,
  "largest_force_ha_per_bohr": 0.0443,
  "species": ["C", "N", "C", "C", "C", "O", "H", "H", "H", "H", "H", "H", "H"],
  "xyz": [[-1.747535, 0.397083, 0.006360], [-0.355640, 0.147374, -0.117858], [0.401123, -1.070310, -0.119429], [1.681407, -0.115568, 0.100987], [0.681512, 1.023494, -0.008793], [0.694968, 2.229165, -0.116772], [-2.136372, 0.005035, 0.955596], [-1.853099, 1.482981, -0.020137], [-2.279741, -0.056653, -0.830487], [0.452674, -1.663961, -1.029318], [0.067608, -1.737724, 0.714140], [1.843027, -0.618361, 1.032847], [2.550062, -0.022554, -0.567142]],
  "forces_ev_per_a": [[-0.33, 0.07, -0.10], [-0.21, 0.26, -0.26], [0.19, 0.01, -0.45], [-0.51, -1.24, -0.31], [-0.20, 0.10, 0.01], [0.26, -0.47, 0.37], [-0.04, 0.06, -0.15], [-0.25, -0.10, 0.01], [-0.23, 0.10, 0.07], [-0.41, 0.18, -0.32], [0.79, 0.36, -0.37], [1.37, 1.32, 1.26], [-0.42, -0.64, 0.23]]
}

***

(2)
{
  "formula": "C4H7NO",
  "method": "ωB97M-V/def2-TZVPD",
  "e_above_lowest_kj_mol": 211.58,
  "smiles": "CC(C)=O.C#N",
  "homo_ev": -9.28,
  "lumo_energy_ev": 0.843,
  "multiplicity": 1,
  "total_charge": 0,
  "gap_ev": 10.12,
  "largest_force_ha_per_bohr": 0.0913,
  "species": ["C", "C", "C", "O", "H", "H", "H", "H", "H", "H", "C", "N", "H"],
  "xyz": [[-0.867473, 1.433013, 0.830145], [-1.106920, 0.150182, -0.106853], [-0.515174, -1.183295, 0.278172], [-1.670723, 0.238366, -1.181986], [0.260481, 1.430552, 0.965655], [-1.444759, 1.137546, 1.665870], [-1.248985, 2.244099, 0.305010], [-1.113396, -2.013544, -0.087827], [-0.417587, -1.446407, 1.372875], [0.430979, -1.371343, -0.053326], [2.695094, -1.276037, -1.719962], [1.985728, -0.378405, -1.714452], [3.352858, -2.126477, -1.508512]],
  "forces_ev_per_a": [[1.86, -3.96, -1.70], [0.44, 1.20, -0.83], [-2.33, -1.04, 2.89], [0.18, 0.13, 1.06], [-1.49, 0.36, 0.32], [-0.20, 0.35, 1.47], [-0.51, 1.58, -0.66], [-0.32, 0.22, -0.44], [-0.34, 0.96, -0.72], [2.58, 0.17, -1.36], [0.68, -0.86, 0.78], [0.00, 0.15, -0.30], [-0.56, 0.75, -0.53]]
}

***

(3)
{
  "formula": "C4H7NO2",
  "method": "ωB97M-V/def2-TZVPD",
  "e_above_lowest_kj_mol": 256.12,
  "smiles": "N[C@@H](C=O)CC=O",
  "homo_ev": -9.77,
  "lumo_energy_ev": 0.304,
  "multiplicity": 1,
  "total_charge": 0,
  "gap_ev": 10.08,
  "largest_force_ha_per_bohr": 0.1012,
  "species": ["N", "C", "C", "O", "C", "C", "O", "H", "H", "H", "H", "H", "H", "H"],
  "xyz": [[-0.070543, -1.332691, 1.080727], [-0.512785, -0.132368, 0.282648], [-1.075145, 1.046976, 1.074321], [-1.972313, 1.910851, 0.804543], [0.496823, 0.494433, -0.752890], [1.165983, -0.583345, -1.680098], [1.984472, -0.281911, -2.477774], [0.494645, -0.985461, 1.859533], [-0.934031, -1.625803, 1.596674], [-1.347113, -0.521128, -0.259174], [-0.455989, 1.331926, 1.929310], [1.397799, 1.020104, -0.222032], [0.139101, 1.234619, -1.378243], [0.689095, -1.576202, -1.857545]],
  "forces_ev_per_a": [[-0.84, 1.69, 0.71], [-0.77, 0.36, -0.62], [-1.82, 3.92, -0.48], [2.92, -4.10, 0.27], [3.39, -2.64, 2.93], [-2.50, 0.22, -0.11], [1.80, 0.73, -0.65], [0.36, -0.16, -0.24], [0.88, 0.01, -0.81], [-0.60, -0.16, -0.87], [0.20, -0.34, 0.62], [-1.53, -0.98, -0.63], [-1.41, 1.37, -1.20], [-0.08, 0.10, 1.06]]
}

***

(4)
{
  "formula": "C4H7NO2",
  "method": "ωB97M-V/def2-TZVPD",
  "e_above_lowest_kj_mol": 308.62,
  "smiles": "C=CC(N)=C=O.O",
  "homo_ev": -7.33,
  "lumo_energy_ev": 0.591,
  "multiplicity": 1,
  "total_charge": 0,
  "gap_ev": 7.92,
  "largest_force_ha_per_bohr": 0.0540,
  "species": ["C", "C", "C", "N", "C", "O", "H", "H", "H", "H", "H", "O", "H", "H"],
  "xyz": [[1.624536, -1.740420, -0.649711], [1.440978, -0.689407, 0.147562], [0.257655, 0.159587, 0.234198], [0.333612, 1.399501, 0.938070], [-0.839356, -0.185963, -0.418561], [-1.590123, -0.863417, -1.074362], [0.839193, -2.126389, -1.279484], [2.566618, -2.263555, -0.662708], [2.261722, -0.328127, 0.756443], [-0.535464, 1.612888, 1.414548], [1.055303, 1.417702, 1.650406], [-2.349283, 1.226144, -0.003204], [-2.875392, 0.449862, -0.410338], [-2.189999, 1.931593, -0.642859]],
  "forces_ev_per_a": [[0.00, 0.00, 0.30], [0.10, 0.07, -0.51], [-0.49, 0.54, 0.41], [0.01, 0.53, 0.44], [-0.66, -2.31, -1.39], [1.44, 0.74, 0.83], [-0.11, 0.01, -0.16], [0.08, -0.05, 0.06], [0.08, -0.07, 0.07], [0.01, -0.08, -0.16], [0.05, -0.30, -0.26], [-1.18, -1.06, 0.03], [1.03, 2.28, 0.55], [-0.34, -0.29, -0.22]]
}

***

(5)
{
  "formula": "C4H7NO2",
  "method": "ωB97M-V/def2-TZVPD",
  "e_above_lowest_kj_mol": 590.88,
  "smiles": "NCC1OC=CO1",
  "homo_ev": -7.91,
  "lumo_energy_ev": 0.916,
  "multiplicity": 1,
  "total_charge": 0,
  "gap_ev": 8.83,
  "largest_force_ha_per_bohr": 0.1452,
  "species": ["N", "C", "C", "O", "C", "C", "O", "H", "H", "H", "H", "H", "H", "H"],
  "xyz": [[0.699693, -2.156062, -0.240550], [1.143242, -0.741444, -0.676730], [-0.163090, -0.114696, -0.508332], [-0.025026, 1.284598, -0.783883], [-0.159142, 1.663969, 0.529434], [-0.902652, 0.764816, 1.243381], [-0.944280, -0.333334, 0.517200], [1.491774, -2.586440, -0.462445], [0.553729, -1.779461, 0.931771], [1.864989, -0.229400, 0.009135], [1.495495, -0.572709, -1.628136], [-0.711546, -0.286506, -1.322501], [0.349877, 2.753823, 0.688443], [-1.697868, 0.747152, 2.074522]],
  "forces_ev_per_a": [[-2.87, 5.66, 3.94], [-0.81, -1.05, 4.42], [1.77, 1.85, -5.57], [0.64, 0.31, 2.26], [0.19, 4.77, 1.72], [-0.22, 3.29, 2.00], [-2.31, -2.83, 2.11], [4.17, -3.49, 0.23], [0.98, -2.85, -4.33], [-0.15, -0.74, -0.27], [0.47, -0.29, -2.37], [-2.09, -2.28, -3.42], [-1.95, -2.91, 0.25], [2.20, 0.56, -0.98]]
}

***

(6)
{
  "formula": "C4H7NO2",
  "method": "ωB97M-V/def2-TZVPD",
  "e_above_lowest_kj_mol": 544.17,
  "homo_ev": -9.43,
  "lumo_energy_ev": 0.471,
  "multiplicity": 1,
  "total_charge": 0,
  "gap_ev": 9.91,
  "largest_force_ha_per_bohr": 0.0806,
  "species": ["C", "C", "N", "O", "C", "C", "O", "H", "H", "H", "H", "H", "H", "H"],
  "xyz": [[-1.437311, -0.762372, -0.406600], [-0.306613, 0.133468, -0.185117], [-0.512328, 1.156132, 0.590105], [-1.780327, 1.212162, 1.035292], [1.107195, -0.233841, -0.501319], [2.216189, 0.615414, -0.063304], [1.924153, -0.596485, 0.612068], [-2.335273, -0.270584, -0.780200], [-1.203856, -1.714260, -0.893643], [-1.950614, -0.924176, 0.832252], [-2.103947, 0.117150, 1.284902], [1.254532, -0.873268, -1.372456], [3.136205, 0.619453, -0.647298], [1.991998, 1.521208, 0.495318]],
  "forces_ev_per_a": [[-1.17, -0.83, 2.22], [-0.06, 0.37, 0.88], [0.36, -0.67, -0.53], [-1.25, -2.11, 1.29], [-0.21, 0.19, -0.32], [0.13, 0.26, -0.11], [-0.01, -0.19, 0.10], [0.26, -0.02, -0.40], [-0.20, 0.20, 0.38], [1.39, -1.13, -2.93], [0.97, 3.97, -0.71], [-0.07, 0.12, 0.11], [-0.14, -0.04, 0.10], [0.01, -0.15, -0.09]]
}

***

(7)
{
  "formula": "C4H7NO2",
  "method": "ωB97M-V/def2-TZVPD",
  "e_above_lowest_kj_mol": 280.57,
  "homo_ev": -8.03,
  "lumo_energy_ev": 0.498,
  "multiplicity": 1,
  "total_charge": 0,
  "gap_ev": 8.53,
  "largest_force_ha_per_bohr": 0.1015,
  "species": ["C", "C", "N", "C", "C", "O", "O", "H", "H", "H", "H", "H", "H", "H"],
  "xyz": [[1.787428, -0.641112, -0.208026], [-0.677183, -0.115441, -0.145285], [-1.089574, -1.311211, 0.410939], [-1.119870, 1.723458, 0.528789], [0.581483, 0.105320, -0.648284], [-1.666205, 0.847586, -0.412118], [-0.048504, 2.353644, 0.468887], [-2.086080, -1.318939, 0.603726], [-0.810230, -2.120266, -0.136016], [-1.939937, 2.025346, 1.197140], [0.739328, 0.895283, -1.377415], [1.630529, -1.167437, 0.737156], [2.103244, -1.359123, -0.969185], [2.595571, 0.082891, -0.050308]],
  "forces_ev_per_a": [[0.15, -0.09, 0.08], [3.00, -1.46, -3.61], [-0.70, -0.20, 0.51], [1.13, 5.04, -0.74], [-1.86, -0.71, 0.61], [1.54, -0.15, 1.57], [-3.73, -2.09, 0.54], [0.28, -0.11, 0.07], [-0.14, 0.26, 0.22], [0.39, -0.22, 0.46], [-0.24, 0.05, 0.46], [-0.06, -0.03, -0.15], [0.21, -0.05, 0.08], [0.02, -0.24, -0.08]]
}

***

(8)
{
  "formula": "C4H7NO2",
  "method": "ωB97M-V/def2-TZVPD",
  "e_above_lowest_kj_mol": 238.46,
  "homo_ev": -10.07,
  "lumo_energy_ev": 0.664,
  "multiplicity": 1,
  "total_charge": 0,
  "gap_ev": 10.74,
  "largest_force_ha_per_bohr": 0.0282,
  "species": ["C", "C", "C", "N", "C", "O", "O", "H", "H", "H", "H", "H", "H", "H"],
  "xyz": [[-1.385431, -1.136829, 0.073858], [-0.504029, -0.766241, -1.092382], [-0.029604, 1.863847, 0.164688], [0.831248, 1.536596, 1.034247], [2.676788, -0.613931, 0.488865], [2.636427, -1.586706, 1.072779], [0.612032, -1.200545, -1.253420], [-0.843075, -0.974955, 1.010773], [-1.628377, -2.202350, 0.004918], [-2.315243, -0.560711, 0.079597], [-0.936795, -0.064001, -1.838166], [-1.087860, 1.709204, 0.392892], [0.199464, 2.284827, -0.821448], [1.774461, 1.711797, 0.682801]],
  "forces_ev_per_a": [[-0.03, -0.03, 0.04], [0.27, -0.22, -0.06], [0.07, 0.01, 0.23], [-0.23, 0.25, -0.36], [0.17, -1.25, 0.72], [0.04, 1.11, -0.65], [-0.56, 0.15, -0.03], [-0.04, -0.03, -0.15], [0.04, 0.11, 0.01], [0.15, -0.09, -0.01], [0.06, -0.08, 0.06], [0.11, 0.08, -0.02], [0.05, -0.03, 0.14], [-0.08, 0.01, 0.08]]
}